Run i
# C5H37NO15

A 14-piece molecular cluster, C5H37NO15 overall (ωB97M-V/def2-TZVPD, OMol25).

Last column: Löwdin charge in e.
Atoms and positions in Å:
C (0.464, -0.909, -0.397)  -0.14
N (0.202, -1.173, 1.095)  0.06
C (0.934, -2.222, 1.585)  -0.30
O (0.421, -2.977, 2.425)  -0.02
C (-0.135, -2.090, -1.309)  -0.15
C (-1.635, -2.495, -0.974)  -0.13
C (-2.634, -1.595, -1.723)  -0.26
O (-2.005, -0.396, -2.083)  -0.11
H (0.054, 0.061, -0.641)  0.08
H (1.588, -0.847, -0.572)  0.11
H (-0.717, -0.943, 1.290)  0.07
H (1.941, -2.492, 1.253)  0.13
H (0.532, -2.986, -0.943)  0.12
H (0.275, -1.996, -2.379)  0.11
H (-1.759, -2.585, 0.178)  0.12
H (-1.785, -3.567, -1.231)  0.11
H (-3.002, -1.991, -2.655)  0.11
H (-3.571, -1.448, -1.249)  0.10
H (-1.686, -0.008, -1.241)  0.05
H (1.000, 1.726, 1.463)  0.04
H (0.835, 3.064, 0.506)  0.05
O (0.494, 2.572, 1.256)  -0.06
H (-1.326, -2.681, 2.620)  -0.02
H (-1.837, -1.862, 3.674)  0.09
O (-2.132, -2.205, 2.802)  -0.07
H (-0.551, -1.674, -4.746)  0.07
H (-1.334, -0.803, -3.882)  0.07
O (-0.384, -0.891, -4.198)  -0.08
H (-0.338, 3.315, -3.234)  0.01
H (-0.580, 3.625, -1.677)  0.10
O (0.072, 3.463, -2.429)  -0.04
H (-1.621, 1.405, 4.549)  -0.02
H (-0.324, 2.040, 4.811)  -0.02
O (-0.855, 1.368, 5.136)  -0.05
H (-3.612, -1.229, 2.204)  0.01
H (-4.958, -0.380, 2.004)  0.09
O (-3.974, -0.358, 2.008)  -0.06
H (4.472, -1.525, 1.893)  0.09
H (4.112, -0.786, 0.455)  -0.04
O (3.913, -0.977, 1.325)  -0.04
H (1.745, 4.032, -1.908)  -0.02
H (3.223, 4.385, -1.650)  0.07
O (2.553, 3.649, -1.542)  -0.10
H (-0.765, 1.947, 0.578)  0.01
H (-2.059, 1.106, 0.400)  -0.01
O (-1.541, 1.724, -0.086)  -0.10
H (1.808, 1.406, -3.683)  0.06
H (1.080, 0.035, -3.712)  -0.06
O (1.911, 0.423, -3.564)  -0.05
H (2.390, 0.061, 1.861)  -0.02
H (3.064, 0.841, 0.829)  0.02
O (2.462, 0.921, 1.558)  -0.02
H (-1.422, 1.527, 2.684)  0.07
H (-2.872, 0.816, 2.630)  -0.01
O (-2.390, 1.587, 2.979)  -0.08
H (4.777, 0.626, -1.740)  0.15
H (3.401, 0.079, -1.552)  -0.07
O (4.080, 0.285, -1.052)  -0.01

As for the molar mass: 351.343 g mol⁻¹. The value obtained for the gap between HOMO and LUMO is 0.3752 hartree.

***

Run ii
# C5H37NO15

A 14-piece molecular cluster, C5H37NO15 overall (ωB97M-V/def2-TZVPD, OMol25).

Last column: Löwdin charge in e.
Atoms and positions in Å:
C (0.985, 1.414, 1.428)  -0.03
C (0.539, 0.127, 2.188)  -0.28
C (0.322, 0.378, 3.785)  -0.08
C (1.489, -0.567, 4.184)  -0.28
O (2.593, -0.205, 3.903)  0.04
N (-0.897, -0.089, 1.782)  -0.04
C (-1.244, -0.836, 0.658)  -0.23
O (-0.413, -0.683, -0.576)  -0.16
H (2.088, 1.533, 1.494)  0.10
H (0.434, 1.361, 0.469)  0.05
H (0.453, 2.305, 1.875)  0.08
H (0.928, -0.940, 1.985)  0.16
H (-0.620, -0.075, 4.143)  0.10
H (0.223, 1.494, 3.900)  0.13
H (1.081, -1.574, 4.468)  0.13
H (-1.475, 0.739, 1.992)  0.09
H (-0.867, -1.879, 0.605)  0.10
H (-2.270, -0.784, 0.360)  0.11
H (-0.274, 0.197, -0.991)  0.03
H (-3.800, 0.891, 1.838)  0.04
H (-3.672, 2.441, 2.141)  0.04
O (-3.222, 1.608, 2.131)  -0.04
H (-1.612, 3.624, 0.231)  0.06
H (-0.377, 2.762, 0.248)  -0.05
O (-0.712, 3.589, 0.557)  -0.06
H (0.903, -1.459, -0.885)  -0.01
H (1.866, -2.416, -1.709)  0.03
O (1.827, -1.806, -0.982)  -0.09
H (-0.692, -3.000, -1.227)  0.01
H (-0.813, -4.056, -0.234)  0.00
O (-1.281, -3.771, -1.029)  -0.09
H (2.572, 3.952, 0.365)  0.05
H (1.063, 3.972, 0.268)  0.02
O (1.879, 4.239, -0.239)  -0.06
H (-0.008, -1.482, -3.281)  0.01
H (0.903, -2.294, -4.329)  0.05
O (0.678, -2.172, -3.415)  -0.04
H (-0.133, 2.379, -1.651)  0.03
H (-1.517, 1.618, -1.890)  0.09
O (-0.758, 1.721, -1.332)  -0.04
H (-1.634, -1.028, -3.311)  -0.03
H (-2.785, -2.072, -3.568)  0.06
O (-2.487, -1.157, -3.723)  -0.05
H (3.057, -0.246, -1.034)  0.02
H (2.448, 0.097, -2.346)  0.00
O (3.080, 0.453, -1.709)  -0.08
H (1.841, 3.370, -1.958)  0.03
H (2.063, 2.340, -3.107)  0.05
O (1.379, 2.815, -2.612)  -0.07
H (0.136, 1.249, -3.728)  0.05
H (0.389, -0.080, -4.580)  0.07
O (0.131, 0.288, -3.738)  -0.04
H (0.723, -3.860, 1.550)  0.03
H (1.602, -3.168, 0.391)  0.02
O (0.979, -3.859, 0.640)  -0.05
H (-2.982, -2.098, 2.164)  0.02
H (-4.500, -2.150, 2.189)  0.05
O (-3.752, -1.567, 2.338)  -0.04

As for the molar mass: 351.343 g mol⁻¹. The value obtained for the gap between HOMO and LUMO is 0.3195 hartree.

***

Stability ranking, top entry: run i; the second entry is 0.0355 hartree less favorable.

***

Run i
# C3H6N4O

C3H6N4O as an isolated structure (ωB97M-V/def2-TZVPD, OMol25).

Last column: Löwdin charge in e.
Atoms and positions in Å:
C (-0.904, -0.319, -0.367)  -0.28
C (0.386, -1.017, -0.467)  0.01
C (-0.551, 1.068, -0.122)  -0.57
H (-2.979, -1.184, -0.565)  0.14
H (-1.618, -1.801, 0.863)  0.20
H (0.782, -2.119, -0.859)  0.16
H (2.699, 0.377, 1.357)  0.16
H (3.320, 1.048, -0.276)  0.17
H (-2.278, 1.439, 0.466)  0.22
N (-2.242, -0.786, 0.296)  -0.05
N (1.310, 0.103, -0.110)  -0.33
N (2.772, -0.010, 0.175)  -0.02
N (0.748, 1.316, -0.291)  0.11
O (-1.446, 1.884, -0.101)  0.10

As for the molar mass: 114.108 g mol⁻¹. The value obtained for the gap between HOMO and LUMO is 0.3005 hartree.

***

Run ii
# C3H6N4O

One molecule with the formula C3H6N4O (ωB97M-V/def2-TZVPD, OMol25).

Last column: Löwdin charge in e.
Atoms and positions in Å:
H (0.988, 2.118, 0.624)  0.06
N (0.609, 2.371, -0.366)  0.14
C (0.108, 1.262, -0.677)  -0.52
N (-0.550, 1.007, -1.878)  0.16
C (-0.874, -0.247, -1.752)  -0.07
N (-0.623, -0.831, -0.453)  -0.16
O (-0.044, -2.120, -0.544)  -0.02
N (0.210, 0.070, 0.086)  -0.13
C (0.393, -0.011, 1.519)  -0.05
H (-1.213, -0.834, -2.650)  0.15
H (-0.565, -2.609, 0.181)  0.14
H (1.181, 0.698, 1.954)  0.10
H (0.907, -0.981, 1.867)  0.11
H (-0.526, 0.106, 2.089)  0.08

As for the molar mass: 114.108 g mol⁻¹. The structure (SMILES) is [H]/N=c1/ncn(O)n1C. The value obtained for the gap between HOMO and LUMO is 0.3273 hartree.

***

Stability ranking, top entry: run ii; the second entry is 0.1663 hartree less favorable.

***

Run i
# C3H6N4O

One molecule with the formula C3H6N4O (ωB97M-V/def2-TZVPD, OMol25).

Last column: Löwdin charge in e.
Atoms and positions in Å:
H (3.681, 0.501, 0.195)  0.06
N (2.933, -0.335, 0.260)  0.04
C (1.678, -0.017, -0.268)  -0.49
N (0.706, -1.039, -0.126)  0.08
C (-0.600, -0.560, -0.040)  -0.39
N (-1.748, -1.194, -0.074)  0.06
C (-0.334, 0.782, -0.083)  -0.33
N (-1.023, 1.861, -0.015)  0.11
O (1.052, 1.105, -0.482)  0.10
H (0.939, -2.046, -0.492)  0.19
H (-2.501, -1.522, -0.792)  0.15
H (-2.132, -1.582, 0.869)  0.13
H (-1.919, 1.480, 0.231)  0.09
H (-0.732, 2.565, 0.817)  0.19

As for the molar mass: 114.108 g mol⁻¹. The structure (SMILES) is [H]/N=c1/[nH]c(N)c(N)o1. The value obtained for the gap between HOMO and LUMO is 0.2801 hartree.

***

Run ii
# C3H6N4O

One molecule with the formula C3H6N4O (ωB97M-V/def2-TZVPD, OMol25).

Last column: Löwdin charge in e.
Atoms and positions in Å:
C (1.856, -1.136, 0.553)  -0.05
C (0.586, -0.602, 0.104)  -0.23
N (-0.489, -1.346, -0.098)  0.04
N (-1.591, -0.684, -0.273)  -0.01
N (-1.227, 0.709, -0.246)  -0.13
N (-2.088, 1.740, -0.578)  0.09
C (0.147, 0.872, -0.067)  -0.39
O (0.643, 1.948, 0.153)  0.05
H (2.349, -1.880, -0.221)  0.13
H (1.835, -1.656, 1.495)  0.07
H (2.485, -0.318, 0.759)  0.06
H (-2.224, -0.934, -1.081)  0.17
H (-1.916, 2.227, -1.422)  0.08
H (-2.253, 2.355, 0.251)  0.12

As for the molar mass: 114.108 g mol⁻¹. The structure (SMILES) is Cc1n[nH]n(N)c1=O. The value obtained for the gap between HOMO and LUMO is 0.3469 hartree.

***

Stability ranking, top entry: run ii; the second entry is 0.0343 hartree less favorable.

***

Run i
# C3H6N4O

One molecule with the formula C3H6N4O (ωB97M-V/def2-TZVPD, OMol25).

Last column: Löwdin charge in e.
Atoms and positions in Å:
N (0.279, -1.256, 1.919)  0.08
C (0.291, -0.234, 0.973)  -0.31
C (-0.086, 1.082, 1.223)  -0.14
N (-0.303, 1.772, 0.112)  0.10
C (-0.256, 0.886, -0.821)  -0.45
N (-0.452, 1.093, -2.171)  0.14
N (0.016, -0.373, -0.362)  -0.05
O (0.446, -1.345, -1.241)  0.05
H (0.758, -2.206, 1.748)  0.13
H (-0.004, -1.059, 2.829)  0.05
H (-0.161, 1.522, 2.189)  0.09
H (-0.162, 0.186, -2.648)  0.11
H (-0.121, 1.955, -2.499)  0.07
H (-0.245, -2.025, -1.251)  0.13

As for the molar mass: 114.108 g mol⁻¹. The structure (SMILES) is Nc1cnc(N)n1O. The value obtained for the gap between HOMO and LUMO is 0.2706 hartree.

***

Run ii
# C3H6N4O

One molecule with the formula C3H6N4O (ωB97M-V/def2-TZVPD, OMol25).

Last column: Löwdin charge in e.
Atoms and positions in Å:
H (-0.584, -2.930, 1.806)  0.08
N (-0.371, -2.008, 1.365)  0.06
C (-0.049, -2.148, 0.128)  -0.23
N (0.051, -1.110, -0.817)  0.10
C (0.057, 0.272, -0.814)  -0.38
O (0.084, 0.788, -1.926)  0.07
C (0.035, 1.112, 0.429)  -0.42
N (0.436, 2.393, 0.067)  0.13
N (-0.261, 0.774, 1.609)  0.15
H (-0.477, -0.214, 1.803)  0.00
H (0.144, -3.129, -0.339)  0.13
H (0.353, -1.491, -1.755)  0.17
H (0.374, 3.064, 0.762)  0.07
H (0.268, 2.630, -0.896)  0.08

As for the molar mass: 114.108 g mol⁻¹. The structure (SMILES) is [H]/N=C/NC(=O)/C(N)=N\[H]. The value obtained for the gap between HOMO and LUMO is 0.3515 hartree.

***

Stability ranking, top entry: run ii; the second entry is 0.0775 hartree less favorable.

***

Run i
# C3H6N4O

One molecule with the formula C3H6N4O (ωB97M-V/def2-TZVPD, OMol25).

Last column: Löwdin charge in e.
Atoms and positions in Å:
N (1.989, -1.480, -0.215)  0.07
C (0.782, -0.593, 0.009)  -0.35
N (-0.430, -1.097, 0.041)  0.13
N (-1.170, -0.024, -0.144)  -0.32
N (-2.583, 0.017, -0.073)  0.05
C (-0.561, 1.151, -0.125)  -0.01
C (0.785, 0.750, -0.073)  -0.29
O (2.024, 1.447, -0.055)  -0.02
H (1.651, -2.476, -0.061)  0.09
H (2.772, -1.230, 0.445)  0.08
H (-2.960, -0.796, -0.675)  0.11
H (-2.910, -0.202, 0.996)  0.15
H (-1.095, 2.121, -0.327)  0.15
H (1.705, 2.412, 0.257)  0.17

As for the molar mass: 114.108 g mol⁻¹. The structure (SMILES) is Nc1nn(N)cc1O. The value obtained for the gap between HOMO and LUMO is 0.3301 hartree.

***

Run ii
# C3H6N4O

C3H6N4O as an isolated structure (ωB97M-V/def2-TZVPD, OMol25).

Last column: Löwdin charge in e.
Atoms and positions in Å:
N (0.687, 0.261, -1.439)  0.15
C (-0.203, 0.744, -0.324)  -0.34
C (0.802, -0.491, -0.233)  -0.52
C (-1.143, -0.393, -0.081)  -0.38
N (1.925, -0.516, 0.588)  0.13
N (-2.458, -0.327, 0.161)  0.17
O (-0.046, 1.919, 0.358)  0.04
N (-0.346, -1.422, -0.126)  0.15
H (0.745, 1.867, 0.923)  0.10
H (1.457, 0.921, -1.543)  0.11
H (1.758, -1.038, 1.439)  0.09
H (2.749, -0.872, 0.118)  0.09
H (-2.983, -1.186, 0.191)  0.11
H (-2.945, 0.531, -0.032)  0.11

As for the molar mass: 114.108 g mol⁻¹. The value obtained for the gap between HOMO and LUMO is 0.3042 hartree.

***

Stability ranking, top entry: run i; the second entry is 0.0062 hartree less favorable.

***

Run i
# C7H16N2O

One molecule with the formula C7H16N2O (ωB97M-V/def2-TZVPD, OMol25).

Last column: Löwdin charge in e.
Atoms and positions in Å:
H (1.158, 2.650, 0.410)  0.03
N (1.802, 1.995, -0.040)  0.11
C (1.234, 0.870, -0.329)  -0.44
N (1.970, 0.006, -1.089)  0.13
C (-0.307, 0.634, -0.043)  -0.41
C (-1.090, 1.486, -1.060)  -0.05
C (-0.638, 1.144, 1.382)  -0.05
C (-0.641, -0.881, -0.152)  -0.30
C (-0.944, -1.396, -1.558)  -0.04
O (0.514, -1.690, 0.333)  -0.22
C (0.651, -1.796, 1.741)  -0.09
H (1.836, -0.978, -0.859)  0.08
H (2.953, 0.253, -1.102)  0.10
H (-0.806, 1.250, -2.091)  0.09
H (-2.170, 1.329, -0.955)  0.09
H (-0.890, 2.554, -0.919)  0.08
H (-1.351, 0.497, 1.903)  0.08
H (0.247, 1.203, 2.024)  0.08
H (-1.070, 2.151, 1.362)  0.08
H (-1.505, -1.141, 0.472)  0.14
H (-0.138, -1.178, -2.263)  0.08
H (-1.061, -2.485, -1.545)  0.09
H (-1.864, -0.956, -1.955)  0.08
H (1.104, -0.890, 2.151)  0.08
H (1.315, -2.638, 1.956)  0.09
H (-0.310, -1.993, 2.225)  0.09

As for the molar mass: 144.218 g mol⁻¹. The structure (SMILES) is [H]/N=C(/N)C(C)(C)[C@@H](C)OC. The value obtained for the gap between HOMO and LUMO is 0.3584 hartree.

***

Run ii
# C7H16N2O

A 2-piece molecular cluster, C7H16N2O overall (ωB97M-V/def2-TZVPD, OMol25).

Last column: Löwdin charge in e.
Atoms and positions in Å:
C (-1.595, -0.520, 1.498)  0.03
C (-1.101, -0.770, 0.260)  -0.40
C (-1.986, -0.926, -0.947)  -0.05
N (0.120, -1.546, 0.131)  -0.11
N (0.769, -2.147, 1.239)  0.05
H (-2.513, 0.039, 1.576)  0.06
H (-0.974, -0.519, 2.380)  0.06
H (-2.306, -1.964, -1.058)  0.09
H (-1.474, -0.638, -1.866)  0.07
H (-2.864, -0.294, -0.835)  0.08
H (0.227, -2.052, -0.739)  0.13
H (0.048, -2.437, 1.899)  0.08
H (1.297, -1.405, 1.705)  0.06
C (0.092, 2.389, 0.821)  -0.13
C (0.161, 1.540, -0.432)  -0.16
C (1.406, 0.218, -0.265)  -0.43
C (1.999, -0.096, -1.614)  -0.04
O (2.062, 0.280, 0.744)  0.01
H (-0.405, 3.341, 0.628)  0.07
H (1.089, 2.614, 1.199)  0.07
H (-0.427, 1.862, 1.621)  0.05
H (0.700, 2.091, -1.210)  0.08
H (-0.804, 1.462, -0.934)  0.08
H (1.227, -0.162, -2.376)  0.07
H (2.541, -1.041, -1.545)  0.08
H (2.712, 0.683, -1.879)  0.09

As for the molar mass: 144.218 g mol⁻¹. The structure (SMILES) is C=C(C)NN.CCC(C)=O. The value obtained for the gap between HOMO and LUMO is 0.3476 hartree.

***

Run iii
# C7H16N2O

A 2-piece molecular cluster, C7H16N2O overall (ωB97M-V/def2-TZVPD, OMol25).

Last column: Löwdin charge in e.
Atoms and positions in Å:
C (0.515, -2.252, -0.849)  0.04
C (0.739, -1.099, -1.473)  -0.40
O (1.950, -0.778, -2.027)  0.02
C (-0.263, -0.009, -1.697)  -0.31
N (-1.596, -0.454, -1.593)  0.01
C (0.102, 1.353, -0.626)  -0.16
C (1.537, 1.517, -0.165)  -0.14
H (-0.465, -2.522, -0.502)  0.05
H (1.309, -2.968, -0.689)  0.06
H (2.584, -1.478, -1.830)  0.11
H (-0.062, 0.427, -2.680)  0.13
H (-1.831, -0.711, -0.516)  0.06
H (-2.228, 0.274, -1.911)  0.07
H (-0.605, 1.414, 0.200)  0.06
H (-0.172, 2.174, -1.291)  0.08
H (1.841, 0.712, 0.505)  0.06
H (1.681, 2.473, 0.344)  0.07
H (2.213, 1.499, -1.018)  0.07
H (-2.687, -0.269, 1.528)  0.07
N (-1.876, -0.760, 1.158)  0.07
C (-0.770, -0.463, 1.722)  -0.28
C (-0.556, 0.541, 2.804)  -0.07
H (0.108, -0.991, 1.364)  0.09
H (-0.249, 0.029, 3.715)  0.08
H (-1.463, 1.112, 3.008)  0.08
H (0.244, 1.227, 2.518)  0.07

As for the molar mass: 144.218 g mol⁻¹. The structure (SMILES) is C=C(O)[C@@H](N)CC.[H]/N=C\C. The value obtained for the gap between HOMO and LUMO is 0.3346 hartree.

***

Stability ranking, top entry: run i; the second entry is 0.0545 hartree less favorable.